(i)
Below is C2H2FN3O in the gas phase, with properties calculated with ωB97M-V/def2-TZVPD.

CARTESIAN COORDINATES (ANGSTROEM)
C1 -0.258 -2.217 -0.564
C2 0.001 0.576 -0.845
N1 0.500 -2.266 -1.549
N2 0.810 -0.075 -1.469
N3 0.958 -1.185 -2.124
O1 -0.163 1.605 -0.117
F1 -1.055 -3.205 -0.270
H1 -0.479 -1.155 -0.071
H2 0.559 1.957 0.437

Results
Kohn-Sham gap (alpha / beta) in eV: 7.67 / 7.68
E_HOMO (alpha / beta) in eV: -8.52 / -8.52



(ii)
Below is 2 unconnected molecules or ions with the total composition C2H2FN3O, with properties calculated with ωB97M-V/def2-TZVPD.

CARTESIAN COORDINATES (ANGSTROEM)
C1 -0.034 -0.735 0.389
C2 -1.093 -4.130 1.561
N1 -0.808 -0.354 1.162
N2 0.052 -4.372 1.414
N3 0.769 -1.132 -0.603
O1 1.223 -4.246 1.521
F1 -2.235 -4.553 1.076
H1 1.690 -1.573 -0.519
H2 0.585 -0.530 -1.431

Results
SMILES: [O-][N+]#CF.N#CN
Kohn-Sham gap in eV: 9.52
E_HOMO in eV: -10.18



(iii)
Below is C2H2FN3O in the gas phase, with properties calculated with ωB97M-V/def2-TZVPD.

CARTESIAN COORDINATES (ANGSTROEM)
C1 -0.609 -0.413 -0.057
C2 -0.009 0.819 -0.080
H1 -2.205 -1.490 0.045
H2 2.087 1.225 0.091
N1 0.395 -1.366 -0.022
N2 1.529 -0.767 0.057
N3 1.297 0.546 -0.069
O1 -1.965 -0.574 0.005
F1 -0.520 2.019 0.029

Results
SMILES: Oc1nn[nH]c1F
Kohn-Sham gap in eV: 9.89
E_HOMO in eV: -9.13



Least stable of them? (i).